No. 1
DFT (wB97M-V/def2-TZVPD) results for C35H54CsGe2N3O11P2S as an isolated structure.

Its lowest unoccupied orbital energy is 3.48 eV. The value obtained for the HOMO energy is -0.9 eV. As for the HOMO-LUMO gap: 4.3594 eV. As for the total charge: -2. As for the multiplicity: 1. The value obtained for the energy above the lowest of the compared OMol25 structures with the same formula, charge and spin is 29.3 kJ/mol.

Geometry as XYZ:
```
109
Properties=species:S:1:pos:R:3:forces:R:3
Cs 1.1230 1.0348 0.8234 0.00 -0.10 -0.57
O -2.9793 -0.2111 3.0443 0.10 -0.29 0.06
C -1.7124 -0.5285 2.8467 -0.24 0.10 -0.14
O -0.8221 0.2743 2.7480 0.16 -0.03 0.33
C -1.4695 -2.0124 2.7391 0.06 -0.04 0.00
C -2.5062 -2.9244 2.8727 0.00 0.02 -0.01
C -2.2220 -4.2730 2.7327 -0.03 -0.03 0.02
C -0.9202 -4.6647 2.4826 0.07 -0.03 0.10
C 0.0463 -3.6730 2.3773 -0.01 0.10 -0.09
N -0.2117 -2.3772 2.4899 -0.05 0.00 -0.08
C 1.4989 -4.0185 2.1586 -0.01 0.10 0.15
O 2.0901 -3.4830 1.0947 0.09 0.09 0.07
O 2.1112 -4.7115 2.9311 -0.03 -0.19 -0.10
H -3.0386 0.7977 2.9739 -0.03 0.09 -0.05
H -3.5082 -2.5631 3.0503 0.00 0.00 -0.01
H -3.0118 -5.0099 2.8051 0.00 0.00 -0.01
H -0.6486 -5.7050 2.3667 0.02 0.01 0.01
H 1.4751 -2.9434 0.5652 -0.06 -0.07 -0.03
N -0.3698 5.1638 2.9480 0.00 0.00 0.00
C -1.0647 4.0006 3.6497 -0.03 0.02 0.01
C -1.9552 4.5497 4.7556 0.02 0.00 -0.01
P 0.4715 3.1993 4.3745 0.01 -0.02 -0.04
O -0.1107 2.0631 5.3666 -0.01 -0.03 -0.04
O 1.0062 4.3403 5.1978 -0.01 0.00 0.00
O 1.2651 2.6230 3.2668 -0.04 0.10 0.21
P -2.0504 3.2675 2.2611 0.11 0.06 0.00
O -2.8753 4.6652 1.8952 -0.01 -0.10 -0.04
O -3.0837 2.3266 2.7908 -0.03 0.13 0.03
O -1.0982 3.0242 1.1559 -0.03 0.14 0.05
H 0.3101 5.5513 3.6188 0.00 -0.01 0.00
H -1.0574 5.8391 2.6136 0.01 0.00 0.00
H 0.1186 4.7566 2.1397 -0.01 -0.01 -0.01
H -1.3585 5.0613 5.5125 0.00 0.00 0.00
H -2.4712 3.7098 5.2188 0.00 0.00 0.00
H -2.7143 5.2253 4.3553 0.00 0.01 0.00
H -0.0627 2.4036 6.2658 0.01 0.03 0.04
H -3.8170 4.4750 1.9556 -0.03 0.01 0.03
C -1.7539 2.8076 -2.8420 0.01 -0.01 0.01
C -0.3363 2.4362 -2.4049 -0.06 -0.02 -0.02
Ge 0.3798 0.7734 -3.2348 0.09 -0.06 0.07
C 1.1638 1.3000 -4.9918 -0.03 0.02 -0.02
C 0.2906 2.2662 -5.7926 0.02 -0.01 0.00
C -1.1086 -0.3589 -3.8117 -0.03 -0.03 0.06
C -2.0437 -0.9530 -3.0620 -0.01 0.04 -0.04
Ge -2.0385 -0.8475 -1.0072 0.02 -0.03 0.00
C -4.0606 -0.8504 -0.6558 0.00 0.00 0.10
C -4.8680 -2.1464 -0.7458 0.03 0.00 0.01
C -1.6281 -2.8372 -0.7561 0.03 -0.01 -0.08
C -0.1972 -3.1171 -1.2136 -0.06 -0.04 -0.02
C -3.1152 -1.7216 -3.7259 -0.04 0.01 0.07
C -3.0361 -3.1095 -3.8893 0.02 0.01 -0.04
C -4.0754 -3.8243 -4.4654 -0.01 0.00 0.00
C -5.2287 -3.1760 -4.8909 0.00 0.00 0.00
C -5.3192 -1.7971 -4.7432 0.00 0.00 -0.01
C -4.2776 -1.0817 -4.1721 0.00 -0.02 0.03
H -2.0966 3.7272 -2.3561 0.00 0.00 0.00
H -2.4470 2.0105 -2.5653 0.00 0.00 -0.01
H -1.8312 2.9466 -3.9237 0.00 0.00 0.00
H -0.3544 2.2934 -1.3249 0.02 0.05 0.01
H 0.3650 3.2532 -2.6140 -0.01 0.01 -0.01
H 1.3017 0.3664 -5.5467 0.01 0.00 0.00
H 2.1600 1.7199 -4.8385 0.00 0.00 0.01
H -0.7136 1.8608 -5.9467 0.00 0.00 0.00
H 0.7079 2.4911 -6.7814 0.00 0.00 0.00
H 0.1715 3.2172 -5.2663 0.00 0.00 0.00
H -1.1708 -0.4962 -4.9002 0.01 -0.01 0.00
H -4.4889 -0.0800 -1.3096 -0.04 -0.04 -0.02
H -4.1568 -0.4517 0.3614 0.00 0.03 -0.02
H -4.8961 -2.5533 -1.7590 0.03 0.01 -0.03
H -5.9093 -2.0149 -0.4193 0.00 -0.01 -0.02
H -4.4279 -2.9194 -0.1071 0.00 -0.01 0.00
H -2.3347 -3.4866 -1.2868 0.01 0.01 0.02
H -1.7359 -3.0793 0.3040 -0.03 0.03 0.00
H -0.1045 -3.0472 -2.3002 -0.01 0.01 -0.01
H 0.1755 -4.1087 -0.9184 0.03 0.04 0.02
H 0.4876 -2.3279 -0.8674 0.01 -0.03 -0.01
H -2.1432 -3.6222 -3.5538 0.01 0.00 -0.01
H -3.9874 -4.8995 -4.5792 0.00 0.00 0.00
H -6.0449 -3.7373 -5.3309 0.00 0.00 0.00
H -6.2114 -1.2757 -5.0732 0.00 0.00 0.00
H -4.3544 -0.0081 -4.0460 0.00 0.00 -0.01
C 6.7369 -0.1804 2.7214 0.00 0.00 0.00
C 5.9730 -0.9362 1.6487 0.00 0.00 0.00
S 4.2222 -0.4941 1.5359 -0.06 -0.01 0.01
O 4.1794 0.9980 1.4877 0.06 -0.02 0.10
C 3.6670 -0.9846 3.2157 -0.02 0.04 -0.01
C 3.6729 0.1598 4.2176 0.01 -0.01 -0.01
H 7.8121 -0.2598 2.5500 0.00 0.00 0.00
H 6.5239 -0.5687 3.7178 0.00 0.00 0.00
H 6.4604 0.8744 2.6910 0.00 0.00 0.00
H 6.0120 -2.0215 1.7685 0.00 0.00 -0.01
H 6.3389 -0.6869 0.6517 0.01 -0.01 -0.01
H 4.2714 -1.8432 3.5160 -0.03 -0.01 0.04
H 2.6443 -1.3403 3.0723 0.00 -0.01 -0.03
H 4.6791 0.4270 4.5377 0.00 0.01 -0.01
H 3.0921 -0.1294 5.0953 0.01 0.00 0.01
H 3.2063 1.0460 3.7863 -0.01 0.00 0.01
N 1.6153 -0.1608 -2.2684 0.00 0.04 -0.04
C 2.8856 0.2514 -2.1973 -0.04 -0.07 0.01
C 3.3675 1.5943 -2.3448 0.02 0.01 0.02
C 4.7115 1.9164 -2.2725 0.00 0.01 0.00
C 5.6883 0.9504 -2.0489 0.00 -0.01 0.00
C 5.2551 -0.3678 -1.8702 -0.01 0.00 0.01
C 3.9202 -0.7045 -1.9153 0.02 0.02 -0.03
H 2.6444 2.3868 -2.5174 0.00 -0.01 0.00
H 5.0049 2.9562 -2.3904 0.00 0.00 0.00
H 6.7387 1.2117 -2.0009 0.00 0.00 0.00
H 5.9870 -1.1548 -1.6988 0.00 0.00 0.00
H 3.6059 -1.7341 -1.7793 0.00 0.00 -0.01
```
Positions in Å, forces in eV/Å.

=====

No. 2
DFT (wB97M-V/def2-TZVPD) results for C66H59As2BrN2O2P2Ti as an isolated structure.

Its lowest unoccupied orbital energy (spin up / spin down) is -4.46 / -4.71 eV. The value obtained for the HOMO energy (spin up / spin down) is -12.4 / -12.4 eV. As for the HOMO-LUMO gap (spin up / spin down): 7.9432 / 7.7074 eV. As for the total charge: +2. The expectation value of S² is 2.0065. As for the multiplicity: 3.

Geometry as XYZ:
```
135
Properties=species:S:1:pos:R:3:forces:R:3
Ti -0.0447 0.5253 -0.3621 -0.52 -0.57 0.61
C -1.0217 3.4366 0.9775 0.08 -0.39 0.16
O -0.9682 1.9937 1.1434 -0.04 0.21 -0.38
C -1.6184 1.4697 2.2429 0.17 0.57 -0.03
C -2.2599 2.2502 3.1797 0.02 0.18 0.04
C -2.8199 1.6288 4.2854 -0.01 -0.02 0.05
Br -3.6979 2.6862 5.5601 -0.09 0.09 0.13
C -2.6898 0.2712 4.4846 -0.01 -0.06 0.13
C -2.0222 -0.5032 3.5390 -0.02 -0.46 0.27
C -1.5512 0.1006 2.3899 0.27 -0.49 -0.33
O -0.9779 -0.6095 1.3331 -0.13 0.34 0.33
C -1.7819 -1.9308 3.8412 0.08 0.26 -0.18
N -2.5989 -2.6862 4.5007 0.19 -0.47 0.10
C -1.9135 -3.9021 4.6349 -0.58 0.05 0.15
C -2.3236 -5.0811 5.2600 -0.10 -0.08 0.05
C -1.4507 -6.1508 5.2480 0.08 0.02 -0.02
C -0.1855 -6.0589 4.6310 -0.16 0.02 0.06
C 0.2315 -4.8991 4.0067 -0.15 -0.31 -0.04
C -0.6692 -3.8349 4.0212 0.25 0.28 -0.26
N -0.6065 -2.5551 3.4791 0.01 -0.10 -0.05
H -0.3942 3.9001 1.7359 0.03 0.05 0.09
H -2.0478 3.7834 1.0328 -0.10 0.03 0.01
H -0.6343 3.6413 -0.0117 0.06 0.02 -0.14
H -2.3040 3.3270 3.0894 -0.03 -0.11 0.01
H -3.0762 -0.2132 5.3725 0.02 0.03 -0.05
H -1.1971 -1.5577 1.3926 -0.06 -0.02 -0.07
H -3.2949 -5.1412 5.7416 0.13 0.00 -0.07
H -1.7351 -7.0792 5.7287 0.02 0.06 -0.03
H 0.4772 -6.9161 4.6551 -0.06 0.03 -0.01
H 1.2076 -4.8260 3.5378 -0.77 -0.30 0.21
H 0.2561 -2.0801 3.2447 -0.12 -0.03 0.01
C 3.6671 -0.3145 -0.5498 -0.19 0.00 0.02
C 3.6941 0.4870 0.7393 -0.11 -0.21 -0.06
As 1.9583 0.4572 1.6420 0.21 0.43 -0.11
C 2.0267 2.0667 2.7271 -0.03 -0.10 0.16
C 2.9440 3.0884 2.5018 -0.12 0.16 0.09
C 2.9145 4.2420 3.2830 -0.01 -0.06 -0.04
C 1.9768 4.3804 4.2973 -0.01 -0.05 0.01
C 1.0664 3.3558 4.5379 0.02 0.04 -0.04
C 1.0921 2.2098 3.7539 0.07 0.20 0.05
C 2.2283 -0.9871 2.9108 0.00 -0.01 -0.16
C 2.4117 -2.2547 2.3494 0.06 -0.22 0.18
C 2.6664 -3.3551 3.1583 0.43 0.48 -0.14
C 2.7274 -3.1975 4.5388 0.20 0.26 0.06
C 2.5276 -1.9426 5.0998 -0.02 -0.05 -0.02
C 2.2779 -0.8338 4.2919 0.12 -0.23 0.02
As 2.2344 0.2501 -1.7884 0.48 0.20 0.40
C 2.6689 2.1344 -1.8504 0.00 0.06 0.06
C 1.8748 2.9418 -1.0417 0.14 0.02 -0.10
C 2.1454 4.2891 -0.8605 0.08 -0.03 -0.06
C 3.2351 4.8430 -1.5179 0.06 0.05 -0.04
C 4.0388 4.0497 -2.3329 -0.05 0.00 0.00
C 3.7639 2.6961 -2.4975 0.01 0.17 0.13
C 2.9593 -0.4965 -3.3956 -0.05 0.08 -0.21
C 2.9538 0.2347 -4.5776 0.06 -0.09 -0.20
C 3.4694 -0.3295 -5.7402 -0.02 0.03 0.02
C 3.9733 -1.6233 -5.7202 0.04 -0.04 0.04
C 3.9530 -2.3602 -4.5401 0.02 0.03 0.00
C 3.4399 -1.8005 -3.3762 0.19 0.00 -0.35
H 3.5170 -1.3722 -0.3563 0.00 -0.19 0.05
H 4.5980 -0.2151 -1.0941 0.24 0.04 -0.12
H 3.9452 1.5179 0.5304 0.03 0.21 -0.10
H 4.4327 0.0950 1.4274 0.21 -0.08 0.14
H 3.6872 3.0122 1.7233 0.05 0.02 -0.03
H 3.6377 5.0290 3.1004 -0.05 -0.06 0.01
H 1.9660 5.2746 4.9107 -0.01 -0.07 -0.06
H 0.3399 3.4454 5.3391 0.06 -0.01 -0.07
H 0.3854 1.4209 3.9642 -0.10 -0.11 0.03
H 2.3402 -2.3978 1.2783 0.01 0.02 -0.08
H 2.8155 -4.3320 2.7106 0.13 0.17 -0.03
H 2.9322 -4.0515 5.1739 -0.06 0.07 -0.02
H 2.5677 -1.8169 6.1763 0.01 -0.02 -0.10
H 2.1416 0.1299 4.7572 0.02 0.10 -0.02
H 1.0288 2.5048 -0.5153 -0.05 0.19 0.09
H 1.5278 4.9005 -0.2125 0.01 -0.03 -0.04
H 3.4623 5.8969 -1.3929 -0.01 -0.12 -0.02
H 4.8897 4.4895 -2.8397 -0.04 -0.03 0.03
H 4.4097 2.0868 -3.1142 0.04 -0.03 -0.05
H 2.5626 1.2446 -4.5992 0.00 0.01 0.02
H 3.4815 0.2462 -6.6596 0.00 -0.06 0.07
H 4.3816 -2.0592 -6.6253 -0.03 0.03 0.08
H 4.3374 -3.3736 -4.5255 -0.03 0.07 0.00
H 3.4239 -2.3885 -2.4714 -0.01 -0.07 0.12
C -2.9095 -0.7370 -2.2520 0.13 0.00 0.02
C -2.4383 0.4279 -3.1229 0.03 -0.05 0.20
P -1.6644 1.6855 -2.0175 -0.47 0.15 -0.49
C -0.8940 2.8720 -3.1628 0.07 -0.02 0.00
C -0.8678 4.2423 -2.9113 0.04 0.10 0.00
C -0.1715 5.1038 -3.7508 0.00 -0.02 0.04
C 0.5157 4.6025 -4.8484 0.03 0.02 -0.01
C 0.5120 3.2357 -5.0973 -0.03 0.00 0.04
C -0.1817 2.3754 -4.2551 0.09 0.10 -0.07
C -3.1827 2.4686 -1.3665 -0.02 0.06 0.05
C -3.9152 3.4163 -2.0859 -0.02 -0.03 0.02
C -5.1132 3.9096 -1.5846 0.04 -0.01 -0.03
C -5.6022 3.4567 -0.3654 -0.02 -0.01 0.03
C -4.9016 2.4903 0.3450 0.03 0.02 -0.03
C -3.7004 2.0032 -0.1568 -0.14 0.00 -0.03
P -1.4034 -1.5341 -1.5461 0.06 -0.05 -0.16
C -0.9109 -2.5005 -3.0153 0.02 -0.06 -0.01
C 0.1216 -2.0458 -3.8262 -0.11 -0.09 -0.12
C 0.4388 -2.6932 -5.0183 -0.06 0.02 0.07
C -0.2867 -3.8094 -5.4010 -0.06 -0.02 0.05
C -1.3335 -4.2694 -4.6026 0.02 0.01 0.00
C -1.6472 -3.6193 -3.4205 -0.02 -0.05 0.04
C -2.0274 -2.8010 -0.3919 0.03 -0.14 0.02
C -1.2790 -3.9693 -0.1957 -0.04 0.00 0.03
C -1.7374 -4.9691 0.6523 0.02 0.09 0.01
C -2.9411 -4.8068 1.3295 0.01 0.02 0.07
C -3.6698 -3.6338 1.1809 0.05 0.08 0.01
C -3.2156 -2.6327 0.3239 -0.06 -0.08 0.08
H -3.4471 -1.4838 -2.8294 -0.11 -0.06 -0.11
H -3.5749 -0.3836 -1.4677 -0.05 0.06 0.12
H -3.2615 0.9039 -3.6467 -0.15 0.03 -0.10
H -1.7239 0.0799 -3.8668 0.07 -0.03 -0.03
H -1.3989 4.6532 -2.0612 -0.05 0.00 0.00
H -0.1686 6.1696 -3.5476 -0.02 -0.11 -0.02
H 1.0497 5.2761 -5.5111 -0.06 -0.08 0.08
H 1.0418 2.8397 -5.9574 -0.05 0.02 0.07
H -0.1609 1.3131 -4.4628 0.00 -0.05 -0.03
H -3.5668 3.7634 -3.0489 0.07 0.03 -0.03
H -5.6724 4.6434 -2.1550 0.07 -0.06 0.06
H -6.5348 3.8492 0.0237 0.07 -0.04 -0.03
H -5.2878 2.1149 1.2874 0.04 0.03 -0.09
H -3.1727 1.2408 0.4001 -0.01 -0.05 -0.01
H 0.6781 -1.1715 -3.5402 0.00 0.08 0.03
H 1.2533 -2.3226 -5.6330 -0.12 -0.04 0.07
H -0.0448 -4.3257 -6.3210 -0.01 0.01 0.01
H -1.9089 -5.1375 -4.9060 0.07 0.08 0.02
H -2.4666 -3.9902 -2.8127 0.06 0.03 -0.02
H -0.3489 -4.1152 -0.7359 -0.05 0.01 -0.02
H -1.1578 -5.8777 0.7844 -0.07 0.11 -0.03
H -3.3047 -5.5931 1.9811 0.04 0.07 -0.02
H -4.5955 -3.4940 1.7308 0.12 -0.02 -0.08
H -3.8065 -1.7278 0.2157 0.03 -0.08 -0.03
```
Positions in Å, forces in eV/Å.

=====

total charge of number 1 (C35H54CsGe2N3O11P2S)? -2

=====

Which formula does entry 2 have? C66H59As2BrN2O2P2Ti

=====

Number 2 is which compound? C66H59As2BrN2O2P2Ti

=====

Number 1 is which compound? C35H54CsGe2N3O11P2S